# 1
DFT (ωB97M-V/def2-TZVPD) results for C8H10InO4S as an isolated structure.

## Properties
net charge	+3
LUMO energy (alpha / beta)	-13.3 / -14.1	eV

Cartesian coordinates (Å):
In: -1.944 -0.391 -0.885
O: 1.798 -2.096 -1.387
C: 0.750 -1.677 -1.267
C: -1.694 1.457 0.855
O: -1.464 2.268 1.647
C: -0.928 -1.627 1.492
O: -0.491 -2.067 2.467
C: -0.030 1.381 -1.924
O: 0.710 2.156 -2.329
C: -3.366 -1.551 -2.284
H: -3.250 -1.469 -3.353
H: -3.595 -2.588 -2.109
C: -4.093 -0.495 -1.537
H: -4.857 -0.773 -0.812
H: -4.512 0.357 -2.070
C: 2.618 2.052 2.658
S: 1.805 1.019 1.375
C: 3.267 0.213 0.700
H: 1.886 2.620 3.247
H: 3.304 2.807 2.206
H: 3.170 1.407 3.383
H: 4.101 0.772 1.085
H: 3.292 -0.836 1.026
H: 3.282 0.297 -0.394

***

# 2
DFT (ωB97M-V/def2-TZVPD) results for a 2-piece molecular cluster, C8H10N2 overall.

## Properties
net charge	0
LUMO energy	0.5	eV
SMILES	c1cc[nH]c1.c1cc[nH]c1

Cartesian coordinates (Å):
C: -1.821 -5.212 1.097
C: -0.414 -5.029 1.408
C: -0.153 -3.685 1.333
N: -1.343 -3.039 1.133
C: -2.336 -3.956 0.865
H: -2.475 -6.083 1.047
H: 0.380 -5.697 1.741
H: 0.799 -3.175 1.484
H: -1.512 -2.048 0.944
H: -3.280 -3.558 0.492
C: 1.020 5.246 -1.505
C: 0.694 4.072 -2.238
C: 1.181 3.034 -1.476
N: 1.675 3.587 -0.315
C: 1.564 4.922 -0.278
H: 0.723 6.217 -1.903
H: 0.273 3.987 -3.240
H: 1.126 1.957 -1.636
H: 2.026 2.988 0.436
H: 1.873 5.472 0.611

***

# 3
DFT (ωB97M-V/def2-TZVPD) results for a 3-piece molecular cluster, C8H10N2O2 overall.

## Properties
net charge	0
LUMO energy (alpha / beta)	-0.2 / 0.6	eV

Cartesian coordinates (Å):
C: -0.494 2.006 0.674
C: -1.518 1.011 0.477
C: 0.780 1.677 0.303
C: -1.168 -0.296 0.252
C: 1.132 0.343 -0.049
C: 0.138 -0.710 -0.079
C: -1.488 2.517 -2.836
C: 0.389 -2.188 2.266
N: 1.511 -2.233 -1.091
N: 0.380 -2.063 -0.336
O: -1.904 1.444 -2.939
O: -1.078 3.575 -2.796
H: -0.817 2.976 0.974
H: -2.448 1.349 0.655
H: 1.516 2.519 0.162
H: -2.074 -0.874 0.153
H: 2.141 0.139 -0.264
H: -0.683 -2.228 2.403
H: 0.907 -3.218 2.319
H: 0.875 -1.177 2.286
H: 1.770 -3.146 -1.293
H: 2.134 -1.422 -1.241

***

# 4
DFT (ωB97M-V/def2-TZVPD) results for C8H10N2O5Sn as an isolated structure.

## Properties
net charge	+2
LUMO energy	-8.5	eV

Cartesian coordinates (Å):
Sn: -0.325 0.327 -1.175
O: -0.295 3.872 -0.730
C: -0.309 2.736 -0.773
C: -0.352 -2.051 -0.918
O: -0.261 -3.171 -0.683
C: 2.111 0.402 -1.205
O: 3.216 0.335 -0.892
C: -2.697 0.326 -0.924
O: -3.856 0.334 -0.969
C: -0.298 1.049 -3.442
H: -1.219 1.645 -3.452
H: 0.625 1.644 -3.442
C: -0.295 -0.355 -3.430
H: 0.630 -0.946 -3.442
H: -1.213 -0.954 -3.452
C: 1.952 -0.175 3.176
N: 0.548 -0.598 3.168
C: -0.143 -0.457 2.029
N: -1.439 -0.855 1.997
O: 0.463 0.028 0.993
H: 2.268 0.179 2.184
H: 2.577 -1.025 3.455
H: 2.081 0.635 3.894
H: 0.123 -0.950 4.050
H: -1.998 -0.781 1.154
H: -1.892 -1.192 2.829

***

Computed values of maximum force (unit: eV/A) for the preceding records, in sequence: 5.36, 3.09, 5.37, 8.22.
Computed values of relative energy (zero: lowest compared OMol25 entry of this formula, charge and spin) (unit: kcal per mole) for the preceding records, in sequence: 0.0, 11.5, 107.7, 63.0.